1.
Computed, not measured: 16 unconnected molecules or ions with the total composition C41H89Cl10N3O24S8, with the ωB97M-V functional and the def2-TZVPD basis.

Geometry as XYZ:
```
175
C41H89Cl10N3O24S8 the ωB97M-V functional and the def2-TZVPD basis
Cl 1.53818 -24.55188 -10.25509
Cl 5.64414 -26.64371 -10.49150
Cl 4.49422 -26.57842 -7.82871
Cl 3.91995 -29.58138 -12.91461
Cl -0.58084 -23.23938 -12.02223
Cl 9.97301 -22.77962 -11.36854
Cl 8.12542 -24.79028 -12.19065
Cl 3.81568 -32.40149 -13.95986
Cl 3.75873 -30.60778 -4.19057
Cl 2.54957 -28.25063 -5.47683
S 9.46414 -23.67050 -7.30224
S -2.75646 -26.92683 -4.76709
S 4.91581 -21.71431 -9.87872
S 6.71912 -28.22356 -15.88060
S 3.33387 -21.89194 -0.70453
S 1.32513 -32.11275 -7.91485
S 1.05928 -25.91730 -15.45960
S 6.08702 -26.59471 -3.63242
O 6.97005 -29.17320 -14.52720
O 9.42240 -24.24509 -5.74522
O 1.87326 -32.34817 -6.56448
O -1.92625 -26.54752 -6.13829
O 5.36984 -25.40042 -4.52302
O 5.45704 -22.87766 -10.54507
O 0.10788 -24.94476 -16.02001
O -4.00631 -26.19293 -4.85854
O 5.12240 -27.05028 -2.61431
O 1.96510 -24.99694 -14.36432
O 9.83003 -22.27084 -7.39651
O 7.80667 -28.39847 -16.86232
O 7.46833 -26.21398 -3.32236
O 8.31809 -24.24722 -7.94870
O 2.76459 -21.86574 0.63055
O 5.31921 -28.44992 -16.30511
O 2.60691 -23.11342 -1.57434
O 1.62908 -33.02799 -9.00109
O -2.75155 -28.40948 -4.81613
O 3.87963 -22.25762 -8.71227
O 5.81742 -20.72094 -9.30679
O 1.74111 -30.50108 -8.28734
O 4.75953 -22.00981 -0.97838
O 0.68394 -27.13428 -14.70935
N -1.40841 -27.63850 -12.76427
N 10.38408 -28.28048 -8.13252
N 7.44337 -30.66406 -8.42597
C -0.43903 -31.90840 -7.79296
C 9.39520 -27.37196 -9.93902
C 0.30699 -26.09542 -7.01205
C -0.63589 -27.58432 -11.65508
C 8.32151 -23.35148 -11.19453
C 6.12228 -27.97170 -4.96281
C 2.39028 -26.42563 -16.76887
C 2.52308 -24.74574 -3.35244
C 2.37210 -28.79363 -9.73429
C 5.63593 -31.25771 -7.26749
C 8.21387 -29.13514 -13.99413
C 8.13059 -29.56063 -12.55440
C 1.49074 -30.02905 -9.61382
C 2.69990 -20.40225 -1.72175
C -1.66500 -26.27713 -3.51176
C -0.08312 -23.90494 -10.43953
C 10.12375 -23.51544 -4.72208
C -2.64967 -28.27962 -11.00246
C 7.82898 -31.27795 -7.28853
C 6.23828 -24.75697 -5.41122
C 2.27035 -29.73838 -4.52627
C -1.38861 -27.93287 -10.54682
C -2.64346 -27.98657 -12.41075
C 3.06566 -23.40340 -2.89280
C -0.62053 -27.11147 -6.30708
C 4.85822 -31.00440 -13.48694
C 10.23878 -24.35074 -3.46092
C 9.25398 -27.65771 -8.59981
C 2.01013 -21.71627 -7.38955
C 10.64766 -27.86113 -10.34523
C 4.99893 -25.62779 -9.19619
C 3.79239 -20.84196 -11.09071
C 6.93119 -26.54820 -15.16755
C 6.74403 -31.63127 -6.52339
C 3.04892 -25.55558 -13.68247
C 3.64058 -24.33355 -13.02248
C 11.25803 -28.44732 -9.20700
C 10.97692 -24.60164 -8.02034
C 3.25606 -21.18010 -7.99050
C 6.09269 -30.52740 -8.32409
C 5.31192 -23.65160 -5.91026
H 9.25386 -24.75814 -3.23280
H 5.13305 -28.04602 -5.41449
H 8.00637 -26.37186 -15.13630
H 6.38022 -25.89095 -15.84026
H 5.72464 -23.12895 -6.77315
H 2.65236 -26.29677 -12.98858
H 5.72813 -24.86788 -8.91526
H -0.56645 -28.06008 -6.84123
H 0.44274 -29.88819 -9.87836
H 5.62859 -29.97442 -9.12734
H 2.87712 -24.88916 -4.37331
H 2.99125 -20.35388 -8.65032
H 4.47415 -24.63800 -12.38959
H 2.89969 -23.88680 -12.35945
H 2.23866 -22.57291 -6.75547
H 6.97493 -24.26906 -4.77295
H 1.31106 -26.50890 -7.10672
H 10.55692 -28.50749 -7.16366
H 3.38787 -28.92574 -9.36167
H -2.34276 -26.14858 -2.66782
H -0.68428 -31.62688 -8.81701
H 0.30256 -25.14371 -6.48072
H 4.40472 -20.68385 -11.97848
H 10.71634 -23.79161 -2.65629
H 6.56702 -26.48002 -14.14245
H 8.47901 -27.38901 -7.89722
H 1.27439 -22.18693 -8.04168
H 4.15037 -23.46541 -2.98030
H 1.53632 -20.96446 -6.75836
H 6.84533 -32.06785 -5.54076
H 1.65032 -20.58965 -1.94837
H -3.42929 -28.56291 -10.31084
H 5.02494 -22.96357 -5.11505
H 3.22528 -25.74714 -16.59417
H 3.96230 -20.80630 -7.24916
H 2.76983 -22.58404 -3.54797
H 6.78925 -27.77072 -5.80117
H 9.10671 -29.62725 -12.07394
H 4.13887 -25.16509 -9.68023
H 2.73718 -19.49117 -1.12456
H 8.05310 -23.55149 -10.15720
H 7.57671 -30.48011 -12.36501
H 5.30896 -30.65482 -14.41578
H -0.06920 -25.90529 -8.01726
H -1.08099 -27.58162 -13.71803
H 1.43942 -24.77950 -3.46487
H -0.81583 -24.66830 -10.17778
H 7.49710 -28.80152 -12.09556
H 9.59970 -22.58098 -4.52147
H 10.84918 -25.21829 -3.71168
H -0.86214 -27.01134 -3.44515
H -1.24334 -25.31356 -3.79779
H 11.90005 -24.07753 -7.77289
H 3.30338 -20.20805 -2.60842
H 11.09330 -27.73862 -11.32135
H 6.32325 -28.91552 -4.45594
H -0.18109 -23.05683 -9.76188
H 5.71553 -31.34319 -12.90525
H 7.72893 -22.52516 -11.58714
H 1.79921 -29.39093 -3.60681
H 8.64556 -28.13510 -13.95326
H 4.62318 -31.37670 -6.91170
H 1.52407 -30.33839 -5.04698
H 4.02330 -23.55717 -13.68495
H 2.30577 -28.29742 -10.70253
H 3.47355 -19.87552 -10.70027
H 11.13695 -23.21660 -4.99086
H 2.95975 -21.52010 -11.27765
H 8.87648 -31.39155 -7.05139
H -3.40896 -28.07839 -13.16704
H 12.23668 -28.89516 -9.11714
H -1.09319 -27.93294 -9.50801
H 7.96018 -30.25921 -9.19350
H 11.05442 -25.63216 -7.67373
H 1.86888 -26.24821 -17.70951
H 8.63663 -26.91234 -10.55522
H 4.39857 -24.08043 -6.32253
H -0.64172 -31.14513 -7.04167
H 6.72919 -25.33283 -6.19576
H 1.97153 -28.12270 -8.97437
H 10.95067 -24.53727 -9.10812
H 2.66397 -27.45809 -16.55157
H -0.06300 -27.35677 -5.40315
H 2.79383 -25.66213 -2.82804
H -0.92104 -32.87862 -7.67279
H 0.41861 -27.35530 -11.69948
H 1.84874 -30.73034 -10.36755
H 8.86724 -29.81326 -14.54309
H 3.81869 -26.00784 -14.30777
```

Summary:
Charge: 0
Molar mass (g mol⁻¹): 1619.2
Orbital gap (eV): 7.8
HOMO energy (eV): -7.98

Atomic partial charges in e from the Löwdin method, atoms 1 to 99:
1. Cl 0.61
2. Cl 0.55
3. Cl 0.63
4. Cl 0.53
5. Cl 0.54
6. Cl 0.55
7. Cl 0.54
8. Cl 0.50
9. Cl 0.60
10. Cl 0.59
11. S 0.66
12. S 0.67
13. S 0.65
14. S 0.71
15. S 0.69
16. S 0.68
17. S 0.75
18. S 0.72
19. O -0.29
20. O -0.27
21. O -0.33
22. O -0.26
23. O -0.30
24. O -0.31
25. O -0.30
26. O -0.28
27. O -0.31
28. O -0.29
29. O -0.28
30. O -0.29
31. O -0.31
32. O -0.31
33. O -0.28
34. O -0.31
35. O -0.27
36. O -0.28
37. O -0.31
38. O -0.28
39. O -0.28
40. O -0.28
41. O -0.31
42. O -0.33
43. N 0.02
44. N 0.01
45. N 0.03
46. C -0.11
47. C -0.15
48. C -0.08
49. C -0.15
50. C -1.02
51. C -0.11
52. C -0.05
53. C -0.06
54. C -0.09
55. C -0.12
56. C -0.34
57. C -0.05
58. C -0.28
59. C -0.09
60. C -0.11
61. C -1.00
62. C -0.28
63. C -0.09
64. C -0.17
65. C -0.31
66. C -0.95
67. C -0.15
68. C -0.12
69. C -0.28
70. C -0.30
71. C -0.97
72. C -0.06
73. C -0.16
74. C -0.06
75. C -0.11
76. C -1.01
77. C -0.08
78. C -0.12
79. C -0.12
80. C -0.30
81. C -0.09
82. C -0.11
83. C -0.07
84. C -0.28
85. C -0.14
86. C -0.06
87. H 0.05
88. H -0.04
89. H 0.06
90. H 0.07
91. H 0.07
92. H 0.11
93. H 0.02
94. H 0.11
95. H 0.10
96. H 0.10
97. H 0.06
98. H 0.11
99. H 0.04


2.
Computed, not measured: a single C4H3NOS molecule, with the ωB97M-V functional and the def2-TZVPD basis.

Geometry as XYZ:
```
10
C4H3NOS the ωB97M-V functional and the def2-TZVPD basis
S 1.46410 -2.68571 -1.60080
O 2.34563 -2.22100 -2.63874
N 1.18320 -1.57486 -0.27226
C 1.03332 -0.50199 0.53026
C 0.17420 -1.56498 -1.22077
C -0.63820 -0.48936 -1.00972
C -0.10273 0.16537 0.12665
H 1.70650 -0.29440 1.33874
H -0.51614 1.03800 0.59577
H -1.50846 -0.20528 -1.56631
```

Summary:
Charge: 0
Molar mass (g mol⁻¹): 113.1
Orbital gap (eV): 9.5
HOMO energy (eV): -9.17

Need the Löwdin charges? In units of e they are:
1. S 1.05
2. O -0.45
3. N -0.22
4. C -0.13
5. C -0.39
6. C -0.08
7. C -0.08
8. H 0.11
9. H 0.10
10. H 0.09


3.
Computed, not measured: 3 unconnected molecules or ions with the total composition CH3N, with the ωB97M-V functional and the def2-TZVPD basis.

Geometry as XYZ:
```
5
CH3N the ωB97M-V functional and the def2-TZVPD basis
N 0.22286 -0.79352 -0.82859
C -0.38628 -0.16561 0.01649
H 1.39468 0.43355 0.24823
H -0.68526 -0.74067 0.90923
H -0.54599 1.26626 -0.34536
```

Summary:
Charge: -1
Multiplicity: 2
Molar mass (g mol⁻¹): 29.0
Orbital gap (spin up / spin down) (eV): 6.8 / 6.3
HOMO energy (spin up / spin down) (eV): -1.23 / -1.09

Need the Löwdin charges? In units of e they are:
1. N -0.26
2. C -0.70
3. H -0.01
4. H -0.02
5. H -0.02


4.
Computed, not measured: 2 unconnected molecules or ions with the total composition C16H22BClF4N3, with the ωB97M-V functional and the def2-TZVPD basis.

Geometry as XYZ:
```
47
C16H22BClF4N3 the ωB97M-V functional and the def2-TZVPD basis
Cl 0.70930 5.80436 3.49937
F -1.13375 -0.82803 -1.62460
F 1.72872 -2.16905 -0.43486
F 2.13227 -0.59222 -2.05143
F 2.73508 -2.94624 -2.39994
N 0.61439 1.44218 1.01510
N -0.09670 -3.51141 -2.57784
N 1.07847 3.17665 2.75349
C 1.38714 4.13462 3.83613
C 0.47443 -2.29506 -2.50892
C -0.69966 1.90323 1.50337
C -3.81758 -3.51762 -2.38713
C -3.99344 -2.17536 -2.70840
C -0.48124 2.94165 2.56919
C -2.53977 -4.10610 -2.46124
C 1.34440 2.53983 0.36162
C -1.67615 -2.04432 -3.43296
C 1.66012 1.85531 3.15490
C 0.48915 -4.68630 -1.87682
C -1.48459 -3.37645 -2.97791
C -0.55655 -1.26363 -2.81000
C 1.66673 3.60161 1.37440
C 1.37630 0.79024 2.10963
C -2.94407 -1.44217 -3.27694
B 1.90252 -1.97980 -1.82543
H 0.89718 -4.24023 -0.92995
H -4.93200 -1.67162 -2.37859
H 0.93747 3.77333 4.76372
H 0.73582 -0.01138 2.52653
H -0.08157 -0.39398 -3.26225
H 2.28729 0.33230 1.69008
H -0.30543 -5.39451 -1.67726
H 0.66156 2.91867 -0.41308
H 2.75069 3.66840 1.54886
H 2.48164 4.22216 3.89565
H -2.29378 -5.02403 -1.90950
H -2.96952 -0.32464 -3.29114
H 1.21719 1.59400 4.12297
H -0.90419 3.93235 2.34295
H 1.24583 4.58996 1.13625
H 2.22225 2.12141 -0.13305
H 2.73855 2.03050 3.26645
H -4.55041 -4.08114 -1.76177
H -1.23340 2.30490 0.64436
H -0.81913 2.59325 3.55497
H 1.28844 -5.23998 -2.43138
H -1.24999 1.04437 1.87238
```

Summary:
Charge: +1
Molar mass (g mol⁻¹): 378.6
Orbital gap (eV): 8.7
HOMO energy (eV): -11.74

Need the Löwdin charges? In units of e they are:
1. Cl 0.63
2. F 0.04
3. F 0.10
4. F 0.09
5. F 0.13
6. N -0.15
7. N 0.05
8. N -0.27
9. C -0.45
10. C 0.12
11. C -0.14
12. C -0.05
13. C -0.07
14. C -0.05
15. C 0.00
16. C -0.13
17. C -0.07
18. C -0.10
19. C 0.04
20. C -0.12
21. C -0.21
22. C -0.06
23. C -0.11
24. C -0.01
25. B -1.02
26. H 0.12
27. H 0.12
28. H 0.10
29. H 0.14
30. H 0.17
31. H 0.14
32. H 0.07
33. H 0.14
34. H 0.14
35. H 0.11
36. H 0.11
37. H 0.14
38. H 0.14
39. H 0.11
40. H 0.12
41. H 0.14
42. H 0.14
43. H 0.13
44. H 0.13
45. H 0.14
46. H 0.12
47. H 0.13


5.
Computed, not measured: a single C4H6N2O2 molecule, with the ωB97M-V functional and the def2-TZVPD basis.

Geometry as XYZ:
```
14
C4H6N2O2 the ωB97M-V functional and the def2-TZVPD basis
O -0.21600 -1.11431 2.49383
O -1.37086 1.20738 1.49911
N -0.77693 0.27871 0.65731
N -0.43752 1.98148 -1.00560
C -0.34079 0.84278 -0.54230
C 0.26232 -0.59558 -1.11296
C -0.01334 -0.66773 1.37144
C 0.90341 -1.22508 0.25866
H -0.57019 -1.03995 -1.64004
H 0.81829 -2.31643 0.13986
H -1.49446 2.05537 1.00968
H 1.97031 -0.86261 0.49805
H 0.11698 1.97135 -1.88961
H 1.14878 -0.51539 -1.73743
```

Summary:
Charge: 0
SMILES: [H]/N=C1\CCC(=O)N1O
Molar mass (g mol⁻¹): 114.1
Orbital gap (eV): 10.3
HOMO energy (eV): -9.61

Need the Löwdin charges? In units of e they are:
1. O 0.11
2. O 0.02
3. N -0.07
4. N 0.15
5. C -0.36
6. C -0.04
7. C -0.39
8. C -0.06
9. H 0.10
10. H 0.11
11. H 0.11
12. H 0.15
13. H 0.09
14. H 0.09


6.
Computed, not measured: a single C22H22N2O5S molecule, with the ωB97M-V functional and the def2-TZVPD basis.

Geometry as XYZ:
```
52
C22H22N2O5S the ωB97M-V functional and the def2-TZVPD basis
S 5.03578 -1.81391 1.09906
O 5.29567 -2.46582 2.37890
O 1.90082 -1.86495 -0.78521
O -3.18920 0.79160 2.46782
O -5.56427 1.99055 1.39546
O 0.04416 -0.27063 -3.39773
N -0.76112 -0.70687 -1.34238
N -2.40976 0.81266 0.35620
C -1.07691 0.44400 0.77765
C 3.14416 -0.50801 2.64913
C -3.40434 0.89400 1.27420
C 1.93978 1.43522 1.92703
C -4.78372 1.09530 0.75916
C 3.79112 -0.52955 1.42798
C 3.80608 -2.97110 0.22303
C -2.08955 -0.31064 -1.76660
C 1.56679 -1.22209 -1.93382
C 2.26854 2.41216 -0.37485
C -6.78735 1.90987 0.86389
C 3.17050 -2.30271 -0.91631
C 2.21503 0.48579 2.89771
C -0.65291 -0.86048 0.08947
C -6.83040 0.95624 -0.10792
C 2.58166 1.41010 0.69391
C 2.63577 -1.24930 -2.79834
C -5.52536 0.42023 -0.17737
C 3.53026 0.42093 0.45944
C -2.50434 0.98973 -1.07191
C 3.66941 -1.93982 -2.14065
C 0.23960 -0.68318 -2.26183
H -2.06848 -0.17798 -2.84931
H 4.06178 0.39389 -0.48090
H 1.70522 0.52445 3.84820
H 4.41089 -3.82274 -0.08208
H 0.36500 -1.10324 0.37965
H -5.19475 -0.37256 -0.81729
H 3.08244 -3.26936 0.97842
H 2.64975 -0.82314 -3.77983
H 1.57819 3.16975 -0.01200
H 3.17848 2.90508 -0.71244
H 1.82475 1.91572 -1.23881
H -7.53561 2.57484 1.24732
H 1.22152 2.21388 2.13887
H -0.37849 1.24048 0.50308
H -1.81191 1.78631 -1.37204
H 3.39079 -1.25760 3.38591
H -3.51472 1.27642 -1.35686
H -2.79037 -1.11013 -1.50224
H -7.67634 0.66846 -0.69711
H 4.64920 -2.15178 -2.51616
H -1.31883 -1.67070 0.40922
H -1.08438 0.32066 1.86125
```

Summary:
Charge: 0
Molar mass (g mol⁻¹): 426.5
Orbital gap (eV): 9.1
HOMO energy (eV): -8.74

Need the Löwdin charges? In units of e they are:
1. S 0.98
2. O -0.52
3. O 0.06
4. O 0.08
5. O 0.08
6. O 0.06
7. N -0.03
8. N -0.04
9. C -0.10
10. C -0.07
11. C -0.38
12. C -0.06
13. C -0.19
14. C -0.37
15. C -0.20
16. C -0.11
17. C -0.16
18. C -0.04
19. C -0.11
20. C -0.34
21. C -0.06
22. C -0.09
23. C -0.05
24. C -0.27
25. C 0.03
26. C -0.02
27. C -0.06
28. C -0.11
29. C 0.00
30. C -0.39
31. H 0.12
32. H 0.12
33. H 0.11
34. H 0.10
35. H 0.11
36. H 0.11
37. H 0.11
38. H 0.12
39. H 0.08
40. H 0.09
41. H 0.08
42. H 0.12
43. H 0.11
44. H 0.12
45. H 0.14
46. H 0.11
47. H 0.12
48. H 0.13
49. H 0.10
50. H 0.12
51. H 0.14
52. H 0.13


Record-wise calculated total energy values, in hartree: -11372.7867; -682.2878; -94.4414; -1671.4941; -415.9221; -1735.4092